Below is a structure of composition C54H47FLaN13OPS, with properties calculated with wB97M-V/def2-TZVPD.

HOMO energy   -10.2141 eV
Total charge   +1
HOMO-LUMO gap   0.26358 Ha
Energy above the lowest of the compared OMol25 structures with the same formula, charge and spin   0.00 kcal per mole

Cartesian coordinates (Å):
La (-0.5103, -2.0862, 0.0369)
C (-5.1636, 1.4450, 2.2916)
N (-4.0708, 0.5337, 2.1263)
C (-3.4814, 0.1156, 1.0037)
N (-2.4599, -0.6721, 1.2996)
C (-2.4825, -0.7071, 2.6525)
N (-3.4349, 0.0169, 3.1776)
C (-4.7087, 2.8749, 2.4949)
C (-5.6459, 3.8971, 2.3966)
C (-5.2801, 5.2114, 2.6369)
C (-3.9745, 5.5235, 2.9690)
C (-3.0294, 4.5027, 3.0578)
C (-3.3998, 3.1798, 2.8232)
C (-1.6666, 4.8201, 3.4145)
N (-1.1694, 6.0028, 3.6294)
N (0.1190, 5.8470, 3.9414)
C (0.3765, 4.5724, 3.9097)
O (-0.7244, 3.8552, 3.5700)
C (1.6379, 3.9334, 4.1950)
C (2.7394, 4.6966, 4.5830)
C (3.9357, 4.0656, 4.8624)
C (4.0490, 2.6872, 4.7532)
C (2.9551, 1.9217, 4.3718)
C (3.0628, 0.4176, 4.2300)
N (2.5037, -0.0023, 2.9737)
C (1.2408, -0.3163, 2.6732)
N (1.1349, -0.5504, 1.3735)
C (2.4044, -0.3630, 0.9226)
N (3.2407, -0.0233, 1.8638)
C (1.7506, 2.5499, 4.0946)
H (-5.7230, 1.1253, 3.1770)
H (-5.8179, 1.3799, 1.4182)
H (-3.8134, 0.3918, 0.0237)
H (-1.8120, -1.2996, 3.2397)
H (-6.6682, 3.6573, 2.1454)
H (-6.0199, 5.9931, 2.5726)
H (-3.6691, 6.5373, 3.1733)
H (-2.6552, 2.4045, 2.9232)
H (2.6283, 5.7653, 4.6642)
H (4.7927, 4.6485, 5.1626)
H (4.9912, 2.2047, 4.9694)
H (2.5217, -0.0797, 5.0410)
H (4.1092, 0.1066, 4.2456)
H (0.4467, -0.3716, 3.3938)
H (2.6937, -0.4886, -0.1020)
H (0.8839, 1.9757, 3.7975)
C (-2.1848, 3.6935, -1.2487)
C (-1.4558, 2.9871, -0.3050)
C (-1.2443, 1.6304, -0.4592)
C (-1.8077, 0.9478, -1.5401)
C (-2.5335, 1.6706, -2.4955)
C (-2.7036, 3.0323, -2.3544)
N (-1.6662, -0.4441, -1.5928)
N (-2.4387, -1.0124, -2.4369)
C (-2.5372, -2.3737, -2.4936)
C (-3.3379, -2.8567, -3.5504)
C (-3.6520, -4.1915, -3.6225)
C (-3.1856, -5.0481, -2.6309)
C (-2.3682, -4.5789, -1.6097)
C (-2.0014, -3.2377, -1.4934)
H (-2.3497, 4.7534, -1.1266)
H (-1.0545, 3.5038, 0.5542)
H (-0.6667, 1.0739, 0.2703)
H (-2.9615, 1.1391, -3.3313)
H (-3.2563, 3.5824, -3.1002)
H (-3.6892, -2.1529, -4.2889)
H (-4.2724, -4.5694, -4.4234)
H (-3.4723, -6.0896, -2.6533)
H (-2.0456, -5.2894, -0.8532)
C (0.6474, -5.4953, 3.1871)
N (0.6007, -5.8527, 1.7996)
C (0.0001, -6.9649, 1.2726)
C (0.1093, -6.9015, -0.0703)
N (0.7625, -5.7232, -0.3759)
C (1.0618, -5.0747, 0.7965)
S (1.9776, -3.6912, 0.9769)
C (1.0027, -5.2433, -1.6628)
C (1.3154, -6.1278, -2.6943)
C (1.5596, -5.6040, -3.9477)
C (1.4830, -4.2304, -4.1296)
C (1.1427, -3.4428, -3.0465)
N (0.9001, -3.9277, -1.8352)
H (0.2123, -6.2975, 3.7773)
H (0.0796, -4.5767, 3.3415)
H (1.6789, -5.3215, 3.4935)
H (-0.4677, -7.7049, 1.8891)
H (-0.2442, -7.5686, -0.8297)
H (1.3936, -7.1866, -2.5087)
H (1.8026, -6.2541, -4.7723)
H (1.6907, -3.7867, -5.0882)
H (1.0483, -2.3689, -3.1309)
F (-1.0173, -3.2160, 1.7074)
C (0.2858, 0.2950, -4.0581)
P (1.2155, 0.2199, -2.4546)
C (1.5384, 2.0188, -2.2148)
C (1.6476, 2.5290, -0.9261)
C (1.9327, 3.8662, -0.7146)
C (2.1307, 4.7100, -1.7936)
C (2.0516, 4.2056, -3.0800)
C (1.7576, 2.8711, -3.2926)
C (2.9097, -0.1794, -3.0553)
C (3.9977, 0.2803, -2.3166)
C (5.2873, -0.0602, -2.6786)
C (5.5070, -0.8877, -3.7671)
C (4.4320, -1.3451, -4.5100)
C (3.1424, -0.9846, -4.1650)
H (-0.1452, -0.6795, -4.2889)
H (0.9251, 0.6097, -4.8812)
H (-0.5282, 1.0081, -3.9385)
H (1.5155, 1.8732, -0.0770)
H (2.0027, 4.2467, 0.2940)
H (2.3666, 5.7517, -1.6384)
H (2.2272, 4.8543, -3.9251)
H (1.7177, 2.5062, -4.3064)
H (3.8407, 0.9265, -1.4624)
H (6.1197, 0.3305, -2.1104)
H (6.5096, -1.1760, -4.0401)
H (4.5988, -1.9782, -5.3671)
H (2.3174, -1.3254, -4.7733)

Atom charges from the Löwdin analysis, given in e for atoms 1 to 5: La 1.75; C -0.07; N -0.13; C -0.11; N 0.00

=====

Below is a structure of composition C54H39BrCl3IN3O4P2S2V, with properties calculated with wB97M-V/def2-TZVPD.

Spin multiplicity   2
HOMO energy (alpha / beta)   -10.3586 / -10.3597 eV
Total charge   +1
HOMO-LUMO gap (alpha / beta)   0.21892 / 0.23774 Ha
<S²>   0.775

Cartesian coordinates (Å):
V (-1.5036, -1.3380, 0.0342)
O (-0.8741, 0.6498, 0.7741)
C (-0.9227, 0.9742, 2.1783)
C (0.2703, 0.4670, 2.9549)
C (0.4570, 0.8742, 4.2696)
C (1.5855, 0.4374, 4.9413)
C (2.4669, -0.4069, 4.2834)
C (2.1730, -0.7829, 2.9858)
N (1.1040, -0.3435, 2.3208)
H (0.0801, 0.6372, 0.5113)
H (-1.8383, 0.5508, 2.5944)
H (-0.9812, 2.0600, 2.2801)
H (-0.2659, 1.5243, 4.7474)
H (1.7685, 0.7456, 5.9620)
H (3.3568, -0.7787, 4.7728)
H (2.8112, -1.4787, 2.4528)
S (-2.3141, -2.8317, -1.4849)
C (-0.8741, -2.4861, -2.3638)
S (0.2245, -1.6212, -1.3169)
C (-0.6480, -2.7651, -3.6705)
C (-1.6345, -3.4044, -4.4809)
N (-2.4336, -3.8775, -5.1594)
C (0.5762, -2.3668, -4.2910)
N (1.5684, -2.0156, -4.7551)
O (-0.3785, 1.7716, -1.9438)
C (-1.5577, 2.4601, -2.0503)
C (-1.5868, 3.7864, -2.4940)
C (-2.7791, 4.4491, -2.6946)
C (-3.9845, 3.8084, -2.4602)
C (-3.9688, 2.5352, -1.9371)
C (-2.7704, 1.8489, -1.6895)
P (-3.0647, 0.2688, -0.8125)
C (-4.3232, -0.4636, -1.8958)
C (-5.5287, -0.9821, -1.4400)
C (-6.3584, -1.6664, -2.3199)
C (-5.9830, -1.8457, -3.6415)
C (-4.7855, -1.3115, -4.1034)
C (-3.9582, -0.6251, -3.2343)
C (-3.8696, 0.7990, 0.7326)
C (-3.9469, 2.1257, 1.1512)
C (-4.4807, 2.4269, 2.3952)
C (-4.9172, 1.4151, 3.2399)
C (-4.8224, 0.0901, 2.8409)
C (-4.3016, -0.2132, 1.5936)
C (0.6574, 2.0688, -2.8497)
C (0.4056, 2.2140, -4.2124)
C (1.4269, 2.5639, -5.0742)
C (2.7112, 2.7720, -4.5884)
C (2.9718, 2.5479, -3.2515)
C (1.9547, 2.1744, -2.3694)
P (2.3568, 1.6945, -0.6479)
C (3.1095, 3.2674, -0.0744)
C (4.4687, 3.5601, -0.0184)
C (4.8997, 4.7714, 0.5080)
C (3.9871, 5.7028, 0.9771)
C (2.6275, 5.4318, 0.8953)
C (2.1965, 4.2235, 0.3739)
C (3.7415, 0.5286, -0.9410)
C (4.7855, 0.3716, -0.0289)
C (5.7810, -0.5689, -0.2522)
C (5.7349, -1.3901, -1.3685)
C (4.6817, -1.2671, -2.2637)
C (3.6952, -0.3173, -2.0520)
H (-0.6579, 4.2991, -2.6892)
H (-2.7646, 5.4713, -3.0490)
H (-4.9227, 4.3051, -2.6660)
H (-4.9038, 2.0364, -1.7129)
H (-5.8346, -0.8462, -0.4105)
H (-7.3037, -2.0563, -1.9653)
H (-6.6238, -2.3952, -4.3178)
H (-4.4974, -1.4396, -5.1380)
H (-3.0196, -0.2122, -3.5912)
H (-3.5916, 2.9237, 0.5147)
H (-4.5456, 3.4597, 2.7117)
H (-5.3346, 1.6593, 4.2077)
H (-5.1334, -0.7035, 3.5073)
H (-4.2301, -1.2480, 1.2810)
H (-0.5921, 2.0501, -4.5961)
H (1.2189, 2.6755, -6.1300)
H (3.5039, 3.0815, -5.2565)
H (3.9806, 2.6463, -2.8709)
H (5.1970, 2.8587, -0.4018)
H (5.9596, 4.9896, 0.5447)
H (4.3325, 6.6417, 1.3890)
H (1.9072, 6.1639, 1.2382)
H (1.1312, 4.0269, 0.2882)
H (4.8459, 0.9981, 0.8517)
H (6.6014, -0.6570, 0.4490)
H (6.5157, -2.1185, -1.5434)
H (4.6160, -1.9090, -3.1326)
H (2.8927, -0.2370, -2.7725)
Cl (-2.9507, -5.0624, 3.5065)
C (-2.5745, -4.0936, 2.1139)
Cl (-4.0388, -3.8714, 1.1084)
Cl (-1.3074, -4.8332, 1.1267)
C (-2.1759, -2.6228, 2.5240)
O (-2.5483, -2.1373, 3.5425)
O (-1.5068, -1.9830, 1.5581)
Br (2.3885, -4.6023, 6.8667)
C (2.9317, -5.1221, 5.1301)
C (4.0865, -5.8807, 4.9983)
C (4.5294, -6.2548, 3.7404)
C (3.8287, -5.8644, 2.6100)
C (2.6682, -5.1180, 2.7362)
C (2.2123, -4.7538, 3.9960)
I (0.3979, -3.7082, 4.1460)
H (4.6228, -6.1802, 5.8880)
H (5.4231, -6.8566, 3.6452)
H (4.1776, -6.1489, 1.6261)
H (2.1088, -4.8208, 1.8587)

Atom charges from the Löwdin analysis, given in e for atoms 1 to 5: V 0.39; O -0.22; C -0.13; C -0.27; C -0.01

=====

Below is a structure of composition C4H13NO3, with properties calculated with wB97M-V/def2-TZVPD.

HOMO energy   -7.3334 eV
HOMO-LUMO gap   0.12161 Ha
Energy above the lowest of the compared OMol25 structures with the same formula, charge and spin   183.25 kcal per mole

Cartesian coordinates (Å):
C (-0.5272, -0.9923, 2.0012)
N (0.0733, -1.2062, 0.6682)
C (0.8733, -0.0697, 0.3321)
C (-0.8545, -1.7982, -0.2803)
C (-2.1167, -1.1360, -0.5886)
O (-1.9690, 0.1784, -1.1940)
H (-1.1897, -1.8231, 2.1703)
H (0.2896, -1.0081, 2.6863)
H (-1.1268, -0.0899, 2.0990)
H (1.6444, 0.0222, 1.0452)
H (0.3151, 0.8700, 0.2546)
H (1.3702, -0.2186, -0.6199)
H (-0.3381, -2.3463, -1.1037)
H (-2.6489, -0.9305, 0.3878)
H (-2.7721, -1.7515, -1.3183)
H (-1.0376, 0.2026, -1.3536)
H (3.3362, 2.9453, 0.0557)
O (2.6045, 2.2126, 0.0417)
H (1.8769, 2.2152, -0.9409)
H (1.1708, 2.6613, -2.5597)
O (1.0263, 2.0630, -1.7830)

Atom charges from the Löwdin analysis, given in e for atoms 1 to 5: C -0.03; N -0.12; C -0.08; C 0.11; C -0.22

=====

Below is a structure of composition C9H21AgN5O9, with properties calculated with wB97M-V/def2-TZVPD.

HOMO energy   -4.5590 eV
Total charge   -1
HOMO-LUMO gap   0.25320 Ha
Energy above the lowest of the compared OMol25 structures with the same formula, charge and spin   0.17 kcal per mole

Cartesian coordinates (Å):
Ag (0.9700, 0.6390, 0.0867)
N (-0.1364, 4.1627, -0.3309)
O (-1.1514, 4.7851, 0.0907)
O (0.8254, 4.8275, -0.8023)
O (-0.0762, 2.9070, -0.3385)
N (3.7990, 1.4379, -0.6721)
O (3.3972, 0.9428, 0.4459)
O (2.9105, 1.8640, -1.4446)
O (4.9967, 1.4332, -0.9598)
C (-1.3501, 1.9534, 2.9818)
C (-0.3832, 0.8136, 3.2281)
O (0.4517, 0.5070, 2.3894)
N (-0.4481, 0.2459, 4.4427)
C (0.0510, -1.0685, 4.8666)
H (-2.2198, 1.6466, 2.3985)
H (-0.8253, 2.6991, 2.3870)
H (-1.7566, 2.2993, 3.9340)
H (-1.2156, 0.6124, 4.9815)
H (0.5106, -0.9792, 5.8450)
H (0.6751, -1.4691, 4.0724)
H (-0.8264, -1.7185, 4.8923)
C (2.4047, -3.5764, -1.5849)
C (2.0451, -2.1629, -1.9947)
O (1.7606, -1.3208, -1.1552)
N (1.8779, -1.9200, -3.2928)
C (1.6398, -0.5860, -3.8578)
H (3.4863, -3.6971, -1.5953)
H (1.9611, -4.3398, -2.2333)
H (1.9469, -3.8274, -0.6307)
H (1.9577, -2.6491, -3.9799)
H (0.5558, -0.4735, -3.7565)
H (1.7834, -0.4855, -4.9340)
H (2.1652, 0.2459, -3.3944)
C (-2.0438, -2.0917, -1.2040)
C (-2.1285, -0.7129, -0.6151)
O (-1.2576, -0.3388, 0.1627)
N (-3.1669, 0.0634, -0.9348)
C (-3.2530, 1.4458, -0.5201)
H (-2.2562, -2.7596, -0.3672)
H (-1.0861, -2.2988, -1.6744)
H (-2.7946, -2.3186, -1.9678)
H (-3.8879, -0.3176, -1.5207)
H (-3.8441, 1.6323, 0.3768)
H (-3.7889, 2.0172, -1.2864)
H (-2.2751, 1.9304, -0.5341)

Atom charges from the Löwdin analysis, given in e for atoms 1 to 5: Ag 0.77; N -0.61; O -0.10; O -0.06; O -0.14

=====

| no. | largest force on an atom (eV Å⁻¹) |
| --- | --- |
| 1 | 2.3 |
| 2 | 3.9 |
| 3 | 6.6 |
| 4 | 2.5 |